{
  "formula": "C60H110O20",
  "method": "ωB97M-V with the def2-TZVPD basis set",
  "symbols": ["C", "C", "C", "O", "C", "H", "H", "H", "H", "H", "H", "H", "H", "C", "C", "C", "O", "C", "H", "H", "H", "H", "H", "H", "H", "H", "C", "C", "C", "O", "C", "H", "H", "H", "H", "H", "H", "H", "H", "C", "C", "C", "O", "C", "H", "H", "H", "H", "H", "H", "H", "H", "C", "C", "C", "O", "C", "H", "H", "H", "H", "H", "H", "H", "H", "C", "C", "C", "O", "C", "H", "H", "H", "H", "H", "H", "H", "H", "C", "C", "C", "O", "C", "H", "H", "H", "H", "H", "H", "H", "H", "C", "C", "C", "O", "C", "H", "H", "H", "H", "H", "H", "H", "H", "C", "C", "C", "O", "C", "H", "H", "H", "H", "H", "H", "H", "H", "C", "C", "C", "O", "C", "H", "H", "H", "H", "H", "H", "H", "H", "O", "C", "O", "C", "C", "C", "H", "H", "H", "H", "H", "H", "O", "C", "O", "C", "C", "C", "H", "H", "H", "H", "H", "H", "O", "C", "O", "C", "C", "C", "H", "H", "H", "H", "H", "H", "O", "C", "O", "C", "C", "C", "H", "H", "H", "H", "H", "H", "O", "C", "O", "C", "C", "C", "H", "H", "H", "H", "H", "H"],
  "positions_angstrom": [[-1.1989, 16.6766, -2.8910], [0.1083, 17.0492, -3.6293], [0.2618, 18.5447, -3.3173], [-1.0576, 19.0102, -3.1256], [-1.7928, 18.0255, -2.4332], [-1.0670, 15.8970, -2.1411], [-1.8471, 16.2367, -3.6517], [-0.1250, 16.9079, -4.6832], [0.9795, 16.4647, -3.3453], [0.7508, 19.0675, -4.1378], [0.8326, 18.6892, -2.3906], [-2.8481, 18.0933, -2.6922], [-1.6594, 18.1873, -1.3564], [-6.6611, 26.3978, -7.5578], [-7.6376, 25.9718, -8.6428], [-8.0678, 27.2880, -9.2708], [-6.9074, 28.0951, -9.1952], [-6.2986, 27.8558, -7.9267], [-5.7427, 25.8111, -7.5474], [-7.1353, 26.3906, -6.5748], [-8.4183, 25.3199, -8.2446], [-7.0742, 25.3381, -9.3349], [-8.9031, 27.7294, -8.7134], [-8.3597, 27.1754, -10.3131], [-6.7280, 28.5866, -7.2309], [-5.2228, 28.0171, -7.9751], [1.7787, 22.8652, -6.7775], [3.2562, 23.1198, -6.5044], [3.2135, 23.7994, -5.1384], [1.9867, 24.5485, -5.0957], [1.0544, 24.0263, -6.0526], [1.4302, 21.9437, -6.3060], [1.5680, 22.8532, -7.8450], [3.6188, 23.8675, -7.2110], [3.9134, 22.2546, -6.4597], [4.0185, 24.4846, -4.8741], [3.0478, 23.1418, -4.2743], [0.7573, 24.8702, -6.6783], [0.1688, 23.6745, -5.5147], [-6.2230, 17.3959, -4.5828], [-5.3341, 16.2128, -4.9288], [-4.4116, 16.8572, -5.9442], [-4.0985, 18.1043, -5.3085], [-5.2306, 18.5690, -4.5808], [-6.8713, 17.2657, -3.7194], [-6.8524, 17.5559, -5.4648], [-5.8891, 15.3632, -5.3326], [-4.7718, 15.8324, -4.0738], [-4.8617, 17.0572, -6.9217], [-3.5331, 16.2411, -6.1421], [-5.6294, 19.4812, -5.0356], [-4.8989, 18.8322, -3.5692], [-6.4034, 21.8944, -9.7933], [-5.3239, 21.6692, -8.7746], [-5.5199, 20.2165, -8.3766], [-6.9471, 20.0009, -8.4384], [-7.5538, 21.0591, -9.2228], [-6.1680, 21.5502, -10.7991], [-6.7216, 22.9390, -9.8138], [-5.4223, 22.3599, -7.9328], [-4.3024, 21.7814, -9.1481], [-5.1991, 19.9838, -7.3602], [-5.0416, 19.5369, -9.0877], [-8.1885, 21.5898, -8.5132], [-8.1749, 20.6466, -10.0182], [1.4358, 25.8270, -0.9495], [1.7853, 26.7602, -2.1034], [0.5692, 26.6215, -3.0038], [-0.5215, 26.4999, -2.0961], [-0.0838, 25.6518, -1.0254], [1.8502, 26.2377, -0.0278], [1.9155, 24.8458, -1.0292], [2.7126, 26.5516, -2.6334], [1.8083, 27.7651, -1.6757], [0.6876, 25.7978, -3.7163], [0.2989, 27.4936, -3.6066], [-0.3127, 24.6079, -1.2549], [-0.5710, 26.0023, -0.1152], [-8.6251, 20.3832, -1.6361], [-7.4677, 20.8023, -2.5628], [-7.1067, 22.1323, -1.9199], [-7.1525, 21.8862, -0.5336], [-8.1422, 20.9122, -0.2433], [-8.7643, 19.3020, -1.6475], [-9.5808, 20.8550, -1.8590], [-7.7397, 20.8868, -3.6128], [-6.6138, 20.1460, -2.3934], [-7.7734, 22.9467, -2.2355], [-6.1143, 22.5558, -2.1064], [-8.9847, 21.3812, 0.2688], [-7.7014, 20.1211, 0.3661], [-3.0375, 18.8981, 1.1901], [-4.1633, 18.6952, 0.1675], [-4.3966, 20.0852, -0.4339], [-3.1698, 20.7504, -0.2991], [-2.6221, 20.3730, 0.9550], [-2.2031, 18.2022, 1.1119], [-3.4350, 18.7275, 2.1923], [-5.0915, 18.2774, 0.5577], [-3.8147, 18.0018, -0.5995], [-5.2850, 20.5400, 0.0211], [-4.7076, 20.0295, -1.4812], [-3.0298, 20.9730, 1.7781], [-1.5524, 20.5748, 0.9845], [-3.4681, 23.5274, -5.5383], [-4.0094, 22.3267, -4.7240], [-2.8151, 22.0067, -3.7994], [-1.8601, 23.0287, -4.0188], [-2.5187, 24.1681, -4.5395], [-4.2869, 24.1514, -5.9044], [-2.8680, 23.1705, -6.3782], [-4.2610, 21.4650, -5.3411], [-4.8504, 22.6387, -4.1049], [-2.3528, 21.0388, -4.0039], [-3.0955, 21.9874, -2.7387], [-1.7719, 24.8487, -4.9532], [-2.9931, 24.7475, -3.7323], [-7.6722, 23.4285, -5.5239], [-8.7741, 22.5126, -6.0198], [-9.8465, 22.6234, -4.9376], [-9.4993, 23.7393, -4.1176], [-8.4458, 24.4756, -4.7256], [-7.1706, 23.8526, -6.3961], [-6.9685, 22.8989, -4.8810], [-8.4426, 21.4942, -6.2206], [-9.1805, 22.9322, -6.9451], [-9.8196, 21.7388, -4.2926], [-10.8665, 22.7700, -5.3003], [-7.8245, 24.9317, -3.9517], [-8.7948, 25.2978, -5.3644], [2.5824, 22.0445, 0.5867], [1.9069, 21.9356, -0.3915], [0.5605, 22.0612, -0.3362], [-0.0302, 21.7320, -1.6148], [1.0909, 22.0452, -2.5950], [2.3639, 21.6717, -1.8149], [-0.9761, 22.2309, -1.7967], [-0.2500, 20.6625, -1.6355], [1.1232, 23.1305, -2.7343], [0.9791, 21.5637, -3.5641], [3.2641, 22.2115, -2.0839], [2.5245, 20.5997, -1.9549], [-1.6655, 28.0419, -5.8379], [-2.6235, 27.9699, -5.1257], [-3.6938, 27.2134, -5.4338], [-4.7083, 27.3338, -4.4145], [-3.9342, 27.8174, -3.1793], [-2.8779, 28.7008, -3.8186], [-5.1959, 26.3779, -4.2181], [-5.5071, 27.9879, -4.7708], [-3.5815, 26.9812, -2.5807], [-4.5899, 28.4049, -2.5346], [-1.9908, 28.8226, -3.2047], [-3.3199, 29.6676, -4.0665], [0.6203, 17.9763, -8.0867], [-0.2521, 18.7848, -7.9473], [-0.5257, 19.6735, -8.9182], [-1.5772, 20.5667, -8.5301], [-1.6926, 20.4374, -7.0187], [-1.0981, 19.0571, -6.7032], [-2.5156, 20.3133, -9.0262], [-1.2692, 21.5720, -8.8105], [-2.7388, 20.4835, -6.7061], [-1.2119, 21.2727, -6.5061], [-1.9038, 18.3454, -6.5355], [-0.4482, 19.0897, -5.8353], [0.2044, 24.7355, -9.4634], [-0.9702, 24.9310, -9.4907], [-1.8657, 23.9275, -9.6271], [-3.2139, 24.4128, -9.4691], [-3.1175, 25.9261, -9.6647], [-1.6893, 26.2571, -9.3264], [-3.5345, 24.1457, -8.4608], [-3.9324, 24.0075, -10.1780], [-3.8383, 26.4913, -9.0720], [-3.3186, 26.2091, -10.6999], [-1.5216, 26.4903, -8.2691], [-1.1838, 26.9880, -9.9508], [-5.5804, 25.2246, -1.4913], [-4.7142, 25.1721, -0.6714], [-4.6118, 26.1130, 0.3092], [-3.5742, 25.7465, 1.2288], [-3.3683, 24.2717, 1.0119], [-3.6296, 24.1072, -0.4823], [-3.8849, 25.9900, 2.2402], [-2.6594, 26.2787, 0.9475], [-4.1747, 23.7545, 1.5426], [-2.4081, 23.8685, 1.3277], [-3.9921, 23.1844, -0.9176], [-2.8138, 24.5518, -1.0689]],
  "forces_ev_per_a": [[-0.1, -0.4, -0.6], [-0.5, 0.3, 0.2], [0.0, -0.9, 0.2], [-0.2, 0.8, -0.7], [0.6, -0.7, 0.3], [0.0, 0.4, 0.3], [-0.2, 0.0, 0.2], [0.6, 0.1, -0.1], [0.0, 0.0, 0.0], [-0.1, 0.3, 0.1], [0.2, 0.0, 0.0], [0.0, 0.3, 0.0], [-0.1, -0.1, 0.0], [0.3, 0.8, 0.5], [0.4, -0.9, 0.0], [0.1, -0.4, 0.1], [0.3, 0.1, -0.3], [-0.6, 0.0, 0.0], [-0.2, -0.2, 0.2], [0.2, -0.2, 0.1], [-0.3, 0.3, -0.1], [-0.2, 0.3, -0.4], [0.0, 0.1, 0.0], [0.0, 0.2, 0.0], [0.1, -0.2, 0.2], [0.0, 0.1, -0.2], [-0.4, 0.2, 0.2], [0.0, 0.8, 0.9], [-1.2, 0.1, 1.0], [0.1, 0.4, -0.5], [0.4, 0.1, 0.1], [0.2, -0.2, -0.2], [-0.2, -0.1, 0.0], [0.2, -0.2, -0.2], [-0.1, -0.1, -0.4], [0.1, 0.0, -0.3], [0.8, -0.7, -0.4], [0.0, -0.2, -0.3], [0.0, -0.1, 0.0], [-0.2, 0.2, -0.8], [-0.4, -0.5, -0.3], [0.0, 0.0, 0.4], [0.8, 0.1, -0.5], [0.0, -0.3, 0.6], [0.2, 0.2, 0.2], [-0.3, -0.1, 0.2], [-0.1, 0.1, 0.0], [0.1, 0.2, 0.0], [-0.4, -0.1, 0.1], [0.4, 0.4, 0.3], [-0.1, -0.1, -0.1], [0.1, 0.0, 0.0], [-1.1, 0.4, 0.2], [1.3, -0.3, 0.2], [-1.0, 0.0, 0.1], [0.2, 0.2, -0.3], [0.3, -0.6, 0.4], [0.2, 0.1, 0.0], [0.2, 0.0, -0.3], [-0.2, -0.2, 0.1], [-0.1, 0.2, -0.1], [0.1, 0.0, 0.0], [0.2, 0.0, 0.0], [0.0, 0.4, -0.3], [0.0, -0.2, 0.1], [1.0, -0.7, 0.2], [-0.4, 0.4, -0.2], [-0.3, 0.8, -0.5], [-0.3, -0.6, 0.3], [0.3, 0.6, -0.2], [-0.5, 0.0, 0.2], [0.0, 0.1, -0.2], [0.1, -0.1, 0.2], [0.2, 0.1, -0.3], [-0.2, -0.3, 0.4], [0.4, 0.1, 0.0], [-0.3, 0.0, 0.2], [-0.2, -0.3, 0.0], [0.5, -0.3, 0.6], [-0.3, 0.6, 0.7], [0.4, 0.8, -0.5], [0.0, 0.1, 0.6], [-0.5, -0.2, -1.1], [-0.1, 0.0, 0.1], [0.1, 0.1, -0.4], [0.1, -0.1, -0.1], [-0.1, -0.3, -0.4], [-0.4, -0.2, 0.2], [0.1, -0.5, -0.2], [0.1, -0.1, 0.3], [0.0, 0.1, 0.1], [-0.2, 0.2, 0.4], [0.1, -0.5, -0.6], [-0.8, -1.0, -0.2], [0.2, 0.5, 0.0], [-0.1, -0.3, 0.8], [0.0, 0.0, -0.4], [0.1, 0.3, 0.1], [0.1, 0.0, 0.3], [-0.1, 0.1, -0.1], [0.5, 0.6, 0.5], [0.6, 0.0, -0.2], [-0.3, 0.2, -0.2], [0.1, -0.2, -0.4], [-0.6, -0.1, 0.2], [0.7, 0.3, 0.1], [-0.3, -0.3, 0.1], [0.9, 0.2, 0.3], [0.1, 0.2, 0.0], [0.2, 0.2, 0.0], [-0.1, 0.0, -0.1], [-0.2, 0.1, 0.0], [-0.2, -0.1, -0.2], [0.1, 0.1, -0.1], [-0.2, 0.1, 0.0], [0.0, -0.2, -0.2], [-0.4, -0.2, -0.1], [0.1, 0.3, -0.3], [-0.6, 0.2, -0.3], [0.2, -0.3, 0.6], [0.1, 0.5, 0.0], [0.5, -0.3, 0.0], [0.4, 0.1, 0.3], [0.1, 0.1, -0.1], [-0.1, 0.0, 0.1], [0.1, -0.1, -0.1], [-0.2, 0.0, 0.0], [0.1, -0.1, -0.2], [-0.2, -0.1, 0.2], [-0.3, -0.2, -0.1], [0.2, 0.0, 0.2], [0.3, 0.0, 0.0], [-0.5, 0.0, 0.0], [0.7, -0.8, -0.3], [0.3, 0.9, -0.1], [-1.3, -0.5, -0.3], [0.2, 0.5, 0.3], [0.0, 0.0, 0.2], [-0.2, 0.0, -0.3], [0.0, 0.0, 0.0], [0.0, 0.1, 0.1], [0.3, 0.0, 0.3], [0.1, -0.2, -0.2], [0.4, 0.6, 0.3], [-0.5, -0.4, -0.2], [0.0, -0.4, 0.6], [-1.3, 0.8, 0.0], [0.0, -0.7, 0.2], [0.3, -0.2, -0.3], [0.3, 0.4, 0.0], [0.4, 0.0, -0.2], [0.0, -0.1, 0.1], [0.2, 0.1, -0.3], [0.2, 0.1, 0.0], [-0.1, -0.2, 0.1], [0.3, -0.3, 0.4], [-0.4, 0.1, -0.2], [0.3, 0.4, 0.3], [-0.7, 0.0, 0.5], [0.1, 1.0, -0.5], [0.2, -0.2, -0.2], [-0.1, 0.0, -0.2], [0.0, 0.0, 0.0], [0.3, -0.2, 0.0], [0.2, -0.3, -0.1], [0.0, -0.2, 0.0], [0.4, -0.3, -0.1], [-0.1, 0.5, 0.0], [-0.6, -0.5, -0.3], [0.0, 0.8, 0.3], [-0.5, 0.7, -0.2], [0.7, -0.7, 0.4], [0.0, 0.0, 0.0], [0.5, -0.5, -0.2], [0.0, -0.2, 0.1], [0.0, -0.2, -0.1], [-0.2, 0.4, -0.1], [-0.2, 0.2, 0.1], [-0.1, 0.1, -0.6], [0.0, -0.3, 0.6], [-0.1, -0.1, -0.2], [0.7, 0.1, -0.4], [-0.4, -1.3, -0.1], [-0.6, 1.8, -0.3], [0.0, 0.2, 0.0], [-0.1, 0.3, 0.2], [0.2, -0.2, 0.1], [0.0, 0.2, 0.1], [0.3, -0.3, 0.3], [0.3, -0.5, 0.0]],
  "total_charge": 0,
  "e_lumo_ha": 0.015
}